[1]
A structure of composition C13H24BeN7O, computed with the ωB97M-V functional and the def2-TZVPD basis.

Atoms and positions in Å:
1 Be 0.0197 -0.0084 0.4649
2 C -2.0895 -2.2953 0.7072
3 C -1.0693 -2.6663 -0.3571
4 N 0.0312 -1.6759 -0.4649
5 C 1.3165 -2.3144 -0.1599
6 C 2.4030 -1.2765 -0.3250
7 N 1.9764 -0.1186 0.4437
8 C 2.8616 1.0424 0.2996
9 C 2.0984 2.2901 0.7047
10 C 1.0680 2.6538 -0.3539
11 N -0.0312 1.6619 -0.4645
12 C -1.3222 2.2984 -0.1749
13 C -2.4130 1.2634 -0.3491
14 N -1.9921 0.1011 0.4135
15 C -2.8676 -1.0625 0.2787
16 H -1.5815 -2.0915 1.6480
17 H -2.7676 -3.1332 0.8607
18 H -1.5813 -2.7499 -1.3181
19 H -0.6441 -3.6431 -0.1208
20 H 0.0802 -1.3914 -1.4379
21 H 1.4986 -3.1759 -0.8098
22 H 1.2804 -2.6466 0.8777
23 H 2.4846 -0.9845 -1.3759
24 H 3.3723 -1.6701 -0.0008
25 H 2.0220 -0.3744 1.4275
26 H 3.1694 1.1259 -0.7453
27 H 3.7608 0.9231 0.9096
28 H 2.7862 3.1241 0.8312
29 H 1.6058 2.1147 1.6597
30 H 1.5743 2.7453 -1.3176
31 H 0.6408 3.6299 -0.1132
32 H -0.0708 1.3709 -1.4384
33 H -1.4963 3.1631 -0.8227
34 H -1.3011 2.6304 0.8645
35 H -2.5027 0.9815 -1.4014
36 H -3.3818 1.6598 -0.0269
37 H -2.0444 0.3500 1.4044
38 H -3.1715 -1.1637 -0.7650
39 H -3.7734 -0.9441 0.8820
40 O 0.0820 0.0503 2.0141
41 N -0.9278 0.2883 2.8672
42 C -0.6428 0.9291 3.9504
43 C 0.6629 1.4254 4.2251
44 N 1.7428 1.8068 4.2774
45 C -1.6974 1.2404 4.8433
46 N -2.5604 1.5328 5.5358

Force components x, y, z for each atom (eV/Å):
Be -0.5 0.1 -0.9
C -0.1 0.1 -0.3
C -0.5 -0.2 0.4
N 0.1 0.3 -0.1
C 0.5 -0.1 -0.1
C 0.1 -0.3 -0.1
N 0.2 -0.2 0.2
C 0.0 0.5 0.1
C -0.1 -0.1 -0.2
C 0.5 0.2 0.3
N 0.0 -0.4 -0.2
C -0.5 0.0 -0.1
C 0.0 0.2 -0.1
N -0.2 0.2 0.0
C 0.0 -0.3 0.1
H 0.0 -0.1 0.2
H 0.0 -0.1 0.0
H 0.1 0.0 0.0
H 0.0 0.0 -0.1
H 0.0 0.0 -0.1
H 0.0 0.0 0.1
H 0.0 -0.1 0.0
H 0.1 0.0 0.0
H 0.0 0.0 -0.1
H -0.1 0.0 0.1
H 0.1 -0.1 0.0
H 0.0 -0.1 -0.1
H 0.0 0.1 0.0
H 0.1 0.1 0.1
H -0.1 0.0 0.0
H 0.0 -0.1 -0.1
H 0.0 0.0 -0.1
H 0.0 0.0 0.1
H 0.0 0.1 0.0
H 0.0 0.0 -0.1
H 0.0 0.0 -0.1
H -0.1 0.0 -0.2
H -0.1 0.0 0.0
H 0.0 0.1 -0.1
O -0.1 0.4 2.1
N 0.3 0.0 -0.3
C 0.2 -0.4 -0.7
C 0.5 -0.1 -0.3
N 0.2 0.1 0.2
C -0.4 0.0 0.1
N -0.3 0.1 0.3

Properties
electronic energy: -26745.7191 eV
E_HOMO: -12.9 eV
charge: +1
HOMO-LUMO gap: 9.498 eV
LUMO energy: -3.37 eV
max |F|: 2.19 eV/A

=====

[2]
A structure of composition C13H24Cl3N3NaO3Ta, computed with the ωB97M-V functional and the def2-TZVPD basis.

Atoms and positions in Å:
1 N -1.9449 -1.1007 0.9082
2 C -2.8683 -1.8177 1.1113
3 O -3.9399 -1.6598 1.7525
4 Na -3.1489 -0.1732 3.0465
5 Ta -0.1881 -0.0335 0.9129
6 N -0.1311 1.7313 0.0934
7 N 1.0300 -1.0810 -0.3517
8 C -0.5977 2.2225 -1.2625
9 C 0.6678 -2.2740 -1.1558
10 C -0.8219 3.7352 -1.2814
11 C 0.4730 1.7761 -2.2402
12 C -1.9251 1.5068 -1.5180
13 C 0.2830 -3.3576 -0.1601
14 C 1.8322 -2.7895 -2.0318
15 C -0.5244 -1.9564 -2.0324
16 H -1.4732 4.0429 -0.4668
17 H -1.3148 4.0359 -2.1981
18 H 0.1057 4.3092 -1.2244
19 H 1.4021 2.3400 -2.1230
20 H 0.1201 1.9524 -3.2528
21 H 0.7303 0.7084 -2.1773
22 H -1.9236 0.4038 -1.3344
23 H -2.1592 1.6737 -2.5807
24 H -2.7018 1.9686 -0.8785
25 H 1.1359 -3.5873 0.4950
26 H -0.0227 -4.2369 -0.7461
27 H -0.5680 -3.0300 0.4510
28 H 2.6615 -3.1899 -1.4218
29 H 2.2135 -2.0186 -2.7215
30 H 1.4905 -3.6323 -2.6608
31 H -0.7487 -2.8441 -2.6382
32 H -0.2909 -1.1020 -2.6851
33 H -1.3873 -1.7324 -1.4101
34 C 0.8194 2.6777 0.8173
35 H 0.7293 2.5685 1.9157
36 H 1.8954 2.6041 0.5447
37 H 0.4330 3.7017 0.5826
38 C 2.4944 -0.9217 -0.0294
39 H 2.6522 -0.1888 0.7954
40 H 2.9409 -1.8923 0.2885
41 H 3.0708 -0.5220 -0.9076
42 Cl -0.4830 1.3310 5.9623
43 C -0.0488 0.0058 4.8553
44 Cl 1.5422 -0.6754 5.1559
45 Cl -1.2936 -1.2927 5.0439
46 C -0.0577 0.5266 3.3828
47 O -1.1308 0.9867 2.8301
48 O 0.9712 0.3007 2.5452

Force components x, y, z for each atom (eV/Å):
N 4.1 -0.1 -1.9
C -5.9 4.5 4.8
O 2.1 -4.1 -3.0
Na -0.3 0.6 0.8
Ta 2.3 0.6 -3.3
N 0.4 -0.1 1.1
N -0.6 1.3 2.4
C 0.3 -1.0 0.4
C 0.3 -0.7 0.0
C 0.2 -0.1 0.2
C 0.3 0.0 -0.7
C -0.3 0.2 -0.1
C 0.0 -0.5 -0.2
C 0.2 0.0 -0.1
C 0.3 0.1 -0.4
H -0.1 0.0 0.1
H -0.1 -0.2 -0.3
H -0.1 -0.1 -0.1
H -0.1 0.0 0.1
H 0.0 0.1 -0.2
H -0.3 0.3 0.2
H 0.2 0.7 -0.2
H -0.3 -0.2 0.4
H 0.2 -0.3 -0.4
H -0.3 -0.2 -0.2
H 0.2 0.0 0.5
H 0.3 -0.3 -0.2
H -0.3 0.3 -0.3
H -0.1 -0.2 0.3
H 0.0 0.4 0.4
H -0.1 0.4 0.1
H -0.3 -0.4 0.1
H -0.2 0.1 -0.2
C -0.7 0.7 0.3
H 0.1 0.1 -0.7
H -0.8 -0.2 -0.1
H 0.7 -0.9 0.4
C 0.2 0.5 -0.4
H -0.2 -0.4 -0.4
H -0.4 0.7 -0.2
H -0.6 -0.5 0.7
Cl 0.3 -0.4 -0.7
C 0.6 0.4 0.2
Cl -0.4 0.2 0.3
Cl 0.3 0.4 -0.6
C -1.2 -0.1 -1.9
O 2.3 -1.5 1.4
O -2.2 -0.3 1.7

Properties
electronic energy: -68003.9190 eV
E_HOMO: -15.0 eV
charge: +2
HOMO-LUMO gap: 5.939 eV
LUMO energy: -9.07 eV
max |F|: 8.85 eV/A
energy above the lowest of the compared OMol25 structures with the same formula, charge and spin: 0.0 kJ/mol

=====

[3]
A cluster of 2 separate species, C13H24F9N2OPS2 in total, computed with the ωB97M-V functional and the def2-TZVPD basis.

Atoms and positions in Å:
1 N -0.9417 -2.0611 3.4212
2 P 0.2087 -2.2608 2.4145
3 C -0.1574 -2.4867 0.6001
4 N 0.8229 -3.4680 0.0444
5 C 1.4087 -3.0730 -1.0222
6 C 0.8478 -1.7982 -1.4980
7 C 1.6421 -0.8756 -2.4093
8 C 2.9417 -0.3068 -1.7995
9 C 4.1144 -0.4140 -2.7687
10 S 4.8010 -2.0952 -2.9217
11 C 0.1496 -1.2320 -0.2563
12 C -1.0587 -0.3429 -0.5355
13 C -1.1157 0.8928 0.3659
14 C -0.7049 2.1715 -0.3376
15 F 0.1287 1.9573 -1.3973
16 F -1.7906 2.7837 -0.8501
17 C -0.0844 3.2548 0.6087
18 F -0.1828 4.4561 0.0370
19 F -0.7840 3.2650 1.7424
20 S 1.7681 3.0614 1.0492
21 F 1.4594 2.6847 2.5555
22 F 1.7424 1.4871 0.6915
23 F 2.1509 3.3976 -0.4560
24 F 1.8659 4.5823 1.4474
25 F 3.3067 2.9037 1.3592
26 H -1.8783 -2.0197 3.0313
27 H 1.1837 -1.2425 2.3653
28 H 1.0067 -3.4079 2.6612
29 H -1.1738 -2.8792 0.5112
30 H 0.9876 -4.3585 0.5000
31 H 2.1794 -3.6640 -1.5076
32 H 0.0253 -2.1909 -2.1380
33 H 0.9810 -0.0512 -2.6748
34 H 1.8797 -1.4303 -3.3205
35 H 2.7962 0.7547 -1.5940
36 H 3.2071 -0.8042 -0.8602
37 H 4.9234 0.2478 -2.4635
38 H 3.7966 -0.1037 -3.7657
39 H 4.2887 -2.5796 -1.7849
40 H 0.9015 -0.6778 0.3168
41 H -1.1241 -0.0879 -1.5927
42 H -1.9807 -0.8925 -0.3027
43 H -2.1627 1.0068 0.6846
44 H -0.4999 0.7785 1.2595
45 C -5.1774 1.1399 2.0478
46 C -5.2917 0.6365 0.5946
47 O -4.2859 -0.1831 0.2173
48 H -4.2448 1.6999 2.1809
49 H -6.0104 1.8010 2.3187
50 H -5.1742 0.2928 2.7398
51 H -5.3860 1.5622 -0.0306
52 H -6.3058 0.1693 0.5214

Force components x, y, z for each atom (eV/Å):
N 0.1 -0.1 -0.5
P -0.7 0.0 0.5
C 0.6 0.0 0.1
N -0.2 0.1 0.3
C 0.2 0.1 -0.1
C -1.0 -0.2 -0.6
C 0.4 -0.1 0.4
C -0.1 0.1 -0.4
C 0.1 0.2 0.2
S -0.2 -0.1 -0.2
C 0.3 0.1 0.3
C -0.5 -0.3 0.5
C -0.2 0.2 -0.1
C -0.2 0.0 0.2
F 0.2 0.0 0.0
F -0.2 0.1 -0.2
C 0.0 0.1 -0.1
F 0.1 -0.1 0.0
F 0.1 0.1 0.0
S 0.0 -0.1 0.1
F -0.1 -0.1 0.0
F 0.0 0.1 -0.1
F 0.0 0.0 0.0
F 0.0 0.1 0.0
F 0.1 0.0 0.0
H -0.1 0.2 0.3
H 0.2 -0.1 -0.1
H 0.2 0.1 -0.1
H 0.0 0.0 -0.2
H 0.1 0.0 -0.1
H -0.1 -0.1 0.0
H 0.0 0.0 0.0
H 0.0 -0.1 -0.1
H 0.0 0.1 0.0
H 0.0 -0.1 0.2
H 0.0 0.1 0.0
H 0.0 0.0 0.0
H 0.0 0.0 0.0
H 0.1 0.1 0.1
H 0.1 0.1 -0.3
H 0.0 0.1 0.0
H -0.1 0.1 -0.2
H 0.0 0.0 -0.1
H -0.1 -0.2 0.0
C -0.1 0.0 0.0
C -0.2 0.2 0.2
O 0.9 -0.2 -0.1
H 0.0 0.0 0.0
H 0.0 0.0 0.0
H 0.1 0.0 0.0
H 0.1 -0.1 0.0
H 0.1 -0.1 0.0

Properties
electronic energy: -74307.7380 eV
E_HOMO: -5.2 eV
HOMO-LUMO gap: 2.892 eV
LUMO energy: -2.28 eV
max |F|: 1.17 eV/A

=====

[4]
A cluster of 3 separate species, C13H24FNO5Si in total, computed with the ωB97M-V functional and the def2-TZVPD basis.

Atoms and positions in Å:
1 N -1.7249 2.4399 -0.4432
2 C -2.1193 1.0888 -0.1282
3 O -2.9449 0.4963 -0.8144
4 C -1.4454 0.4598 1.0759
5 C -1.7281 -1.0456 1.1902
6 Si -0.6244 -1.7731 2.5353
7 C 1.0611 -2.3217 1.8965
8 C 1.8481 -1.2666 1.1592
9 F 1.9092 -0.0991 1.9164
10 H -1.4577 2.8753 0.4342
11 H -0.8501 2.3783 -0.9567
12 H -0.3758 0.6109 0.9527
13 H -1.7609 0.9626 1.9818
14 H -2.7651 -1.1552 1.4908
15 H -1.6130 -1.5236 0.2259
16 H -1.2594 -2.9400 3.1852
17 H -0.4755 -0.7331 3.5789
18 H 1.0062 -3.2030 1.2663
19 H 1.6419 -2.6164 2.7671
20 H 2.8722 -1.6034 1.0247
21 H 1.4583 -1.0373 0.1737
22 O 6.4002 -1.2579 1.3653
23 C 6.2298 -0.1353 1.7348
24 C 5.0139 0.4296 2.4424
25 C 5.2064 1.9367 2.2820
26 C 6.7238 2.0516 2.2072
27 O 7.1635 0.8343 1.5805
28 H 5.0450 0.1214 3.4884
29 H 4.1013 0.0774 1.9785
30 H 4.7701 2.5312 3.0818
31 H 4.7651 2.2651 1.3400
32 H 7.1848 2.1161 3.1953
33 H 7.0604 2.8931 1.6070
34 O -4.5152 -0.8200 -6.7589
35 C -4.6715 -0.6605 -5.5853
36 C -5.8680 -0.0411 -4.8859
37 C -5.3250 0.2551 -3.4880
38 C -4.2594 -0.8190 -3.3314
39 O -3.7593 -1.0486 -4.6665
40 H -6.6722 -0.7781 -4.8682
41 H -6.1988 0.8475 -5.4151
42 H -6.0755 0.2291 -2.7010
43 H -4.8564 1.2399 -3.4725
44 H -4.6715 -1.7586 -2.9538
45 H -3.4442 -0.5026 -2.6890

Force components x, y, z for each atom (eV/Å):
N -0.1 -0.6 0.4
C -1.3 -0.5 -1.0
O 1.5 1.0 1.1
C -0.2 -0.8 -0.7
C 0.1 0.5 0.7
Si -0.2 -0.2 -0.1
C 0.0 0.4 0.2
C 0.4 -0.6 0.0
F -0.2 0.4 0.0
H 0.1 0.2 0.1
H -0.1 0.1 -0.4
H 0.2 0.3 0.1
H 0.0 0.3 0.2
H -0.2 -0.2 -0.1
H 0.0 -0.2 -0.2
H 0.0 -0.1 0.0
H 0.1 0.0 0.0
H -0.2 -0.2 -0.2
H 0.1 -0.1 0.2
H 0.3 0.0 -0.1
H -0.3 0.2 -0.1
O 0.1 -0.1 -0.1
C -0.1 -0.1 0.2
C 0.1 0.5 -0.2
C -0.1 -0.1 0.0
C -0.1 0.1 0.0
O 0.0 0.1 0.0
H 0.0 -0.1 0.0
H 0.0 -0.2 0.1
H 0.1 0.0 0.0
H 0.0 0.0 0.0
H 0.0 0.0 0.0
H 0.1 -0.1 -0.1
O 0.1 0.0 -0.1
C -0.2 0.0 0.0
C 0.2 0.2 0.3
C -0.1 0.0 -0.1
C 0.0 0.0 0.1
O 0.0 0.0 0.1
H 0.0 0.0 -0.1
H -0.1 -0.1 -0.1
H 0.0 -0.1 0.0
H 0.0 0.0 0.0
H 0.0 0.0 0.0
H 0.0 -0.1 -0.2

Properties
electronic energy: -36193.2967 eV
E_HOMO: -9.9 eV
HOMO-LUMO gap: 10.163 eV
LUMO energy: 0.27 eV
max |F|: 2.13 eV/A

=====

Please write out number 4 again, unchanged.
A cluster of 3 separate species, C13H24FNO5Si in total, computed with the ωB97M-V functional and the def2-TZVPD basis.

Atoms and positions in Å:
1 N -1.7249 2.4399 -0.4432
2 C -2.1193 1.0888 -0.1282
3 O -2.9449 0.4963 -0.8144
4 C -1.4454 0.4598 1.0759
5 C -1.7281 -1.0456 1.1902
6 Si -0.6244 -1.7731 2.5353
7 C 1.0611 -2.3217 1.8965
8 C 1.8481 -1.2666 1.1592
9 F 1.9092 -0.0991 1.9164
10 H -1.4577 2.8753 0.4342
11 H -0.8501 2.3783 -0.9567
12 H -0.3758 0.6109 0.9527
13 H -1.7609 0.9626 1.9818
14 H -2.7651 -1.1552 1.4908
15 H -1.6130 -1.5236 0.2259
16 H -1.2594 -2.9400 3.1852
17 H -0.4755 -0.7331 3.5789
18 H 1.0062 -3.2030 1.2663
19 H 1.6419 -2.6164 2.7671
20 H 2.8722 -1.6034 1.0247
21 H 1.4583 -1.0373 0.1737
22 O 6.4002 -1.2579 1.3653
23 C 6.2298 -0.1353 1.7348
24 C 5.0139 0.4296 2.4424
25 C 5.2064 1.9367 2.2820
26 C 6.7238 2.0516 2.2072
27 O 7.1635 0.8343 1.5805
28 H 5.0450 0.1214 3.4884
29 H 4.1013 0.0774 1.9785
30 H 4.7701 2.5312 3.0818
31 H 4.7651 2.2651 1.3400
32 H 7.1848 2.1161 3.1953
33 H 7.0604 2.8931 1.6070
34 O -4.5152 -0.8200 -6.7589
35 C -4.6715 -0.6605 -5.5853
36 C -5.8680 -0.0411 -4.8859
37 C -5.3250 0.2551 -3.4880
38 C -4.2594 -0.8190 -3.3314
39 O -3.7593 -1.0486 -4.6665
40 H -6.6722 -0.7781 -4.8682
41 H -6.1988 0.8475 -5.4151
42 H -6.0755 0.2291 -2.7010
43 H -4.8564 1.2399 -3.4725
44 H -4.6715 -1.7586 -2.9538
45 H -3.4442 -0.5026 -2.6890

Force components x, y, z for each atom (eV/Å):
N -0.1 -0.6 0.4
C -1.3 -0.5 -1.0
O 1.5 1.0 1.1
C -0.2 -0.8 -0.7
C 0.1 0.5 0.7
Si -0.2 -0.2 -0.1
C 0.0 0.4 0.2
C 0.4 -0.6 0.0
F -0.2 0.4 0.0
H 0.1 0.2 0.1
H -0.1 0.1 -0.4
H 0.2 0.3 0.1
H 0.0 0.3 0.2
H -0.2 -0.2 -0.1
H 0.0 -0.2 -0.2
H 0.0 -0.1 0.0
H 0.1 0.0 0.0
H -0.2 -0.2 -0.2
H 0.1 -0.1 0.2
H 0.3 0.0 -0.1
H -0.3 0.2 -0.1
O 0.1 -0.1 -0.1
C -0.1 -0.1 0.2
C 0.1 0.5 -0.2
C -0.1 -0.1 0.0
C -0.1 0.1 0.0
O 0.0 0.1 0.0
H 0.0 -0.1 0.0
H 0.0 -0.2 0.1
H 0.1 0.0 0.0
H 0.0 0.0 0.0
H 0.0 0.0 0.0
H 0.1 -0.1 -0.1
O 0.1 0.0 -0.1
C -0.2 0.0 0.0
C 0.2 0.2 0.3
C -0.1 0.0 -0.1
C 0.0 0.0 0.1
O 0.0 0.0 0.1
H 0.0 0.0 -0.1
H -0.1 -0.1 -0.1
H 0.0 -0.1 0.0
H 0.0 0.0 0.0
H 0.0 0.0 0.0
H 0.0 -0.1 -0.2

Properties
electronic energy: -36193.2967 eV
E_HOMO: -9.9 eV
HOMO-LUMO gap: 10.163 eV
LUMO energy: 0.27 eV
max |F|: 2.13 eV/A

=====

- What is the formula in the second record?
  C13H24Cl3N3NaO3Ta

=====

- electronic energy of number 2 (C13H24Cl3N3NaO3Ta)?
  -68003.9190 eV